Below is a 2-piece molecular cluster, C33H23N4O5P overall at a distorted geometry, with properties calculated with ωB97M-V/def2-TZVPD.

- Structure (SMILES): O=C(C=P(c1ccccc1)(c1ccccc1)c1ccccc1)c1ccccc1.N#Cc1cc([N+](=O)[O-])cc2c1no[n+]2[O-]
- E_tot: -2207.60332 Eh
- Kohn-Sham gap: 6.01 eV

```
! RIJCOSX wB97M-V def2-TZVPD def2/J DEFGRID3
* xyz 0 1
O -1.156 0.076 0.809
C -1.996 -0.840 0.781
C -1.594 -2.222 0.952
P -2.518 -3.651 0.543
C -2.590 -4.078 -1.209
C -2.068 -3.233 -2.203
C -2.043 -3.660 -3.535
C -2.520 -4.924 -3.890
C -3.049 -5.765 -2.902
C -3.103 -5.338 -1.574
C -4.163 -3.651 1.286
C -4.285 -3.129 2.587
C -5.535 -3.026 3.194
C -6.681 -3.450 2.517
C -6.569 -3.955 1.219
C -5.323 -4.035 0.594
C -1.577 -5.024 1.286
C -1.935 -5.572 2.526
C -1.112 -6.533 3.122
C 0.047 -6.973 2.477
C 0.398 -6.431 1.237
C -0.407 -5.458 0.639
C -3.468 -0.503 0.620
C -4.153 -0.752 -0.569
C -5.522 -0.468 -0.658
C -6.205 0.072 0.437
C -5.506 0.351 1.615
C -4.136 0.100 1.691
H -0.825 -2.389 1.716
H -1.647 -2.265 -1.927
H -1.633 -2.995 -4.295
H -2.498 -5.250 -4.933
H -3.415 -6.758 -3.164
H -3.513 -6.000 -0.807
H -3.396 -2.766 3.108
H -5.610 -2.595 4.193
H -7.659 -3.365 2.997
H -7.464 -4.272 0.682
H -5.251 -4.381 -0.436
H -2.850 -5.245 3.023
H -1.379 -6.934 4.099
H 0.681 -7.731 2.942
H 1.304 -6.755 0.728
H -0.130 -5.038 -0.333
H -3.611 -1.190 -1.412
H -6.052 -0.684 -1.587
H -7.277 0.274 0.372
H -6.021 0.756 2.486
H -3.585 0.324 2.607
N 3.748 3.064 0.565
C 3.210 2.026 0.587
C 2.540 0.767 0.654
C 2.171 0.093 1.820
C 1.518 -1.171 1.750
N 1.420 -1.924 2.960
O 2.029 -1.496 3.967
O 0.758 -2.993 2.984
C 1.145 -1.743 0.519
C 1.541 -1.075 -0.620
C 2.240 0.148 -0.600
N 2.696 0.545 -1.807
O 2.281 -0.507 -2.665
N 1.549 -1.489 -1.959
O 1.070 -2.456 -2.532
H 2.418 0.516 2.790
H 0.672 -2.712 0.410
*
```


Below is one molecule with the formula C21H21ClN2O6S2 at a distorted geometry, with properties calculated with ωB97M-V/def2-TZVPD.

- Structure (SMILES): O=C(c1ccc(S(=O)(=O)N2CCOCC2)cc1)N(c1cccc(Cl)c1)[C@@H]1C=CS(=O)(=O)C1
- Relative energy (zero: lowest compared OMol25 entry of this formula, charge and spin): 4.90 kcal per mole
- E_tot: -2630.31593 Eh
- Kohn-Sham gap: 9.28 eV

```
! RIJCOSX wB97M-V def2-TZVPD def2/J DEFGRID3
* xyz 0 1
O -1.474 -2.904 -0.499
C -1.525 -1.704 -0.324
C -0.296 -0.874 -0.131
C -0.033 0.239 -0.923
C 1.135 0.957 -0.732
C 2.023 0.559 0.248
S 3.537 1.475 0.523
O 3.662 1.766 1.919
O 3.606 2.562 -0.413
N 4.665 0.279 0.158
C 5.973 0.495 0.751
C 6.818 -0.754 0.499
O 6.927 -1.019 -0.881
C 5.662 -1.203 -1.466
C 4.768 0.024 -1.264
C 1.784 -0.554 1.031
C 0.624 -1.280 0.832
N -2.702 -1.015 -0.312
C -2.792 0.340 0.106
C -2.415 0.696 1.396
C -2.543 2.008 1.812
C -3.050 2.971 0.959
C -3.412 2.607 -0.327
Cl -4.040 3.787 -1.408
C -3.278 1.302 -0.767
C -3.945 -1.775 -0.436
C -4.786 -1.231 -1.566
C -5.885 -0.577 -1.259
S -6.082 -0.508 0.524
O -5.708 0.791 1.009
O -7.358 -1.023 0.927
C -4.768 -1.740 0.844
H -0.729 0.535 -1.692
H 1.372 1.825 -1.326
H 5.826 0.672 1.816
H 6.465 1.369 0.301
H 7.836 -0.612 0.864
H 6.358 -1.613 1.009
H 5.839 -1.379 -2.528
H 5.167 -2.081 -1.023
H 3.765 -0.164 -1.650
H 5.195 0.893 -1.783
H 2.507 -0.829 1.781
H 0.418 -2.164 1.417
H -2.026 -0.055 2.067
H -2.257 2.281 2.816
H -3.170 3.991 1.287
H -3.553 1.041 -1.776
H -3.618 -2.797 -0.672
H -4.422 -1.390 -2.570
H -6.590 -0.107 -1.914
H -5.276 -2.681 1.031
H -4.198 -1.432 1.713
*
```


Below is a 4-piece molecular cluster, C2H12N2O4 overall at a distorted geometry, with properties calculated with ωB97M-V/def2-TZVPD.

- Structure (SMILES): CNC(N)=O.O.O.O
- Relative energy (zero: lowest compared OMol25 entry of this formula, charge and spin): 30.60 kcal per mole
- E_tot: -493.87746 Eh
- Kohn-Sham gap: 10.37 eV

```
! RIJCOSX wB97M-V def2-TZVPD def2/J DEFGRID3
* xyz 0 1
C -1.285 0.474 2.041
N -1.064 -0.720 1.220
C 0.271 -1.007 0.885
N 0.388 -2.105 0.073
O 1.226 -0.416 1.348
H -1.208 0.192 3.155
H -2.263 0.904 1.880
H -0.418 1.105 2.005
H -1.561 -1.498 1.629
H -0.448 -2.590 -0.203
H 1.048 -2.109 -0.687
O 3.165 0.225 -0.518
H 2.911 -0.690 -0.352
H 2.360 0.716 -0.314
O 0.723 0.889 -1.947
H 1.652 1.002 -2.199
H 0.351 1.645 -2.425
O -1.952 1.444 -2.302
H -2.444 1.744 -1.519
H -1.454 0.797 -1.770
*
```